Entry 1:
Here is C21H53BaN4O10 as an isolated structure from OMol25. Energies are from ωB97M-V with the def2-TZVPD basis set.

Last column: Mulliken spin population.
Positions of all 89 atoms, in Å:
H -0.65801 5.86322 4.62428  0.010
H -2.16208 -3.69593 1.08874  -0.001
H -1.23134 -0.87588 -2.00466  -0.002
C 0.36520 -4.78694 0.98433  0.000
C -1.54821 -3.03855 0.47302  -0.005
O 2.54117 0.04271 2.57480  0.002
N -0.14134 2.11326 -0.97475  0.039
H 2.77570 1.75719 1.71328  0.002
N 0.43815 -3.00013 -0.90652  0.000
C 3.11867 0.74208 1.51322  0.001
H 0.71410 6.49818 1.95202  -0.002
H 2.88614 -3.90588 2.97978  0.000
C -2.18155 -0.72523 -2.51701  -0.003
H 2.06588 -1.40153 -2.28884  0.000
H -0.58165 5.30764 -5.68605  0.000
H 0.76100 2.62981 -3.90139  0.000
H -2.95964 -2.68738 -3.14012  0.000
N -3.01047 4.95846 4.23524  -0.071
H 1.65323 -4.10390 4.33903  0.000
O 0.05249 0.93556 -0.71024  0.007
C -1.17537 6.21204 3.73055  -0.026
H 3.33551 -4.38793 -2.25038  0.000
H -1.20445 -2.24021 1.13074  0.007
C 2.75573 -4.19646 -1.34744  0.000
H -3.05714 6.89716 3.29614  0.041
H 0.55901 -5.85589 0.89545  0.000
O -3.04873 -1.47223 -4.78365  0.000
H -2.57636 4.66157 5.09751  0.006
H -2.35281 6.26682 6.31443  0.001
H 2.27086 -1.50367 4.65073  0.000
C 2.52898 -3.57962 3.95655  0.000
H 1.36771 -4.40197 1.17101  0.000
C 0.19361 3.31705 -5.53343  0.000
O 1.15142 2.69671 -4.77586  0.000
O 0.97180 -1.93324 -0.14560  -0.002
C -0.22773 4.67402 -4.87281  -0.001
Ba -2.46472 3.67050 1.62922  1.270
H -0.88277 4.27371 -3.03144  0.003
H -0.98649 -5.99253 -2.81998  0.000
C 1.76646 -2.29493 -2.83682  0.000
C -0.26288 -5.49824 -2.17177  0.000
H -2.21525 -2.60935 -0.27461  -0.001
H -0.02455 -3.80848 -3.51234  0.000
H 2.55462 -2.59596 -3.52695  0.000
H 4.20080 0.72142 1.64238  0.000
C 0.53456 5.48954 2.32419  -0.010
C 2.24375 -2.06114 3.71446  0.001
O -0.41661 2.96793 -0.11107  -0.134
H -0.85748 7.24538 3.59174  -0.010
C -2.42863 -1.81855 -3.52903  0.001
O -0.10172 2.40849 -2.13899  -0.019
H -1.91459 -4.38243 -1.84177  0.000
H -4.00040 -1.59842 -4.78539  0.000
C -2.70569 6.85818 5.46953  -0.002
H -0.65602 2.64194 -5.63570  0.000
H 0.94303 -1.99650 -3.48567  0.000
H 1.13511 5.21530 3.19150  0.002
C -1.23049 -4.87863 -1.15338  0.000
O -3.23656 -0.74021 -1.57961  -0.007
C -2.55108 6.31963 4.06976  0.004
H -3.71859 7.23611 5.60855  0.002
H 2.97331 -1.74159 1.65308  0.000
H 0.89349 -1.01267 2.79140  0.003
H 0.62232 -1.11392 -0.50364  0.000
C -0.42408 -3.93647 -0.13355  0.001
H -1.76943 -5.57819 -0.51443  0.000
H -0.18289 -4.65247 1.91687  0.000
N 0.88595 -1.95840 3.14584  -0.002
H -4.03644 -0.38804 -1.97681  0.003
H 1.21317 -5.05440 -3.41324  0.000
H -2.04380 7.72209 5.53000  0.000
H -2.15507 0.25381 -2.99542  0.002
H 0.87984 -2.29171 2.19244  0.001
O -0.85431 5.36957 2.60842  -0.142
H 4.12568 -1.37133 2.88746  0.000
H 0.66542 3.37742 -6.51417  0.000
H 0.73632 4.74059 1.55838  0.029
H 3.41025 -3.55515 -0.75717  0.000
H -1.43369 -2.16635 -3.80693  -0.001
C 1.39843 -3.49445 -1.87344  0.000
H -3.99510 5.00245 4.45586  0.006
C 3.06915 -1.27954 2.63563  0.001
H 0.45004 -6.25960 -1.85528  0.000
H 0.71004 5.05953 -4.47272  0.000
H 2.47508 -5.11467 -0.83147  0.000
H 3.26551 -3.78513 4.73333  0.000
H 2.74733 0.51342 0.51426  -0.001
O -1.28837 4.58791 -3.84284  -0.004
C 0.54831 -4.42605 -2.82058  0.000

Forces on the atoms, in the same order (eV/Å):
0.502 -0.365 -0.055
-0.157 -0.027 0.138
-0.247 -0.150 0.152
-0.511 1.020 -0.041
0.303 -0.762 0.673
0.551 -1.332 0.282
0.028 -1.940 -0.575
0.266 0.336 -0.300
-0.720 -0.165 -0.711
-0.240 1.610 0.659
0.364 -0.075 0.097
-0.137 -0.856 0.193
-1.034 0.030 -0.546
0.265 -0.142 0.016
-0.278 0.297 0.369
0.313 -0.496 0.503
0.048 0.169 0.588
-1.291 -1.487 -1.401
-0.295 0.207 -0.651
0.209 -0.902 1.912
3.031 0.756 -0.160
-0.056 -0.462 0.000
0.230 -0.070 -0.077
-1.634 0.728 -0.960
-0.598 -0.215 0.195
-0.577 -0.135 -0.784
0.260 0.555 0.206
0.077 -0.587 -0.004
-0.293 -0.647 -0.412
-0.025 0.092 0.007
0.643 1.427 -0.197
-0.091 0.492 -0.165
-1.030 0.580 -0.050
1.183 -0.742 1.265
0.544 -0.862 0.900
-0.571 -1.025 -0.441
-0.008 -0.762 -0.550
0.188 -0.331 0.158
0.594 -0.182 -0.818
0.150 -0.420 0.592
-1.276 -0.423 1.115
0.333 -0.018 -0.210
-0.097 0.001 0.230
0.227 -0.010 0.159
0.179 -0.036 -0.584
0.065 -0.596 -0.688
-0.834 -0.322 -1.305
-0.634 1.048 1.666
0.717 0.011 -0.537
0.852 -0.626 -1.327
-0.034 2.057 -2.480
-0.271 0.713 0.748
0.037 -0.064 0.374
0.590 3.097 -0.123
-0.546 0.186 -0.131
-0.287 -0.101 0.275
-0.005 0.322 0.141
2.461 0.283 0.929
-0.348 0.271 1.253
-1.925 -1.180 1.343
0.020 -0.235 0.307
-0.301 -0.296 -0.117
-0.751 0.987 0.812
-0.398 0.173 -0.245
-0.628 0.401 -0.503
-0.063 -0.206 -0.238
0.036 -0.077 0.121
-0.769 0.566 0.311
0.069 0.058 -0.140
0.578 0.660 -0.516
-0.160 0.621 0.268
0.309 0.025 -0.300
0.252 -1.501 -0.243
-0.317 1.104 1.278
0.474 0.857 0.084
-0.342 0.805 -0.229
0.145 0.207 -0.197
-0.469 0.119 0.362
0.012 -0.190 -0.288
0.263 0.286 -1.359
-0.410 -0.333 -0.009
0.260 -1.327 1.283
-0.297 -0.172 0.711
-0.148 0.351 0.219
0.401 -0.010 0.041
0.488 0.304 -0.262
0.183 -0.666 -0.022
1.256 0.222 -1.644
1.150 -0.507 -0.338

Summary:
total charge: 0
electronic energy: -49755.928 eV
multiplicity: 2


Entry 2:
Here is C21H53LiN4O9 as an isolated structure from OMol25. Energies are from ωB97M-V with the def2-TZVPD basis set.

Last column: Löwdin charge in e.
Positions of all 88 atoms, in Å:
H -1.73348 -0.96855 -0.56521  0.083
Li -1.46463 -3.78253 -4.24839  0.848
H -4.57619 3.57637 -3.14781  0.087
H -0.94887 -4.25798 -1.37942  -0.029
H 5.94685 -2.39631 1.43774  0.089
C -3.67465 3.91905 -2.63406  -0.035
H -3.43187 1.39505 -1.83893  0.101
H 0.21244 1.69797 -2.74349  0.038
H -3.67467 -3.13687 -2.60644  -0.039
H -4.49066 -0.80943 -1.55460  0.012
H -1.40207 1.26112 0.07926  0.084
O -1.98087 5.23395 -0.76886  0.001
H -5.01768 1.81350 -1.18805  0.122
H 3.42796 -4.33259 -4.69204  0.106
O -4.71038 -0.87409 -2.48860  -0.063
H -1.97758 1.42782 1.65309  0.129
C 1.96199 -2.19438 2.62691  -0.161
H 4.89037 -0.45456 4.76514  0.084
H 1.42794 -2.97635 3.16366  0.109
H 1.34735 -1.53114 2.01674  0.099
C -2.45686 3.96064 1.95504  -0.020
C -2.14949 1.82646 0.64526  -0.150
H -3.86102 -1.10120 -2.92451  0.003
C 2.52052 -1.34891 3.79072  -0.140
C 3.34018 -0.12930 3.30183  -0.510
H -0.14019 -0.92735 -1.00205  0.079
C -1.36235 -2.06188 -2.42037  -0.662
H 0.06504 3.12514 1.64894  0.084
O -0.45789 -2.91746 -2.57325  -0.117
H -4.55195 -3.55964 -1.44005  0.038
C -3.94704 1.98796 -1.08124  -0.127
C 3.95581 -1.51773 1.15355  -0.486
C -1.89258 3.30924 0.68909  -0.500
H -1.22319 0.10723 -1.87780  0.063
C -3.52564 1.33370 0.23887  -0.173
H 1.63731 -0.93950 4.28926  0.114
H 5.93887 0.09860 2.07642  0.099
H -2.28672 5.02843 2.07367  0.091
C 4.20460 0.35157 4.49876  -0.039
H 3.60365 0.67123 5.34752  0.082
H 3.85650 -3.28692 2.25756  0.120
H -0.18138 4.61467 0.85408  0.084
H -5.76958 4.15571 -0.96930  0.086
H 2.69567 1.76097 2.28881  0.082
H 0.07589 1.81490 -1.22725  -0.017
O -4.25346 -3.84595 -2.30672  -0.059
C 2.80718 -4.98941 -2.87962  -0.694
C 3.19239 -0.81349 -0.01111  -0.016
C -0.37709 3.54308 0.74145  -0.038
N 2.61184 -4.48462 -4.12750  0.143
N 1.77599 -4.71963 -2.06647  0.168
H 3.03072 -1.97180 4.52623  0.117
C -4.81694 4.25646 -0.43679  -0.037
O -2.30930 -1.95536 -3.25100  -0.104
H -2.02330 3.50537 2.84945  0.086
O 0.71643 1.88492 -1.94419  -0.053
N 4.23973 -0.51082 2.22741  -0.115
H 1.39440 0.82274 2.48513  0.065
H -0.80591 -4.85624 0.02181  0.038
C 5.29256 -2.02270 0.64913  -0.046
O 5.11726 0.55613 1.86040  -0.011
C -3.67652 3.51916 -1.13285  -0.488
H -1.32632 5.19455 -1.47519  0.111
H -3.52166 3.72543 1.97536  0.065
H -3.83672 4.99298 -2.77109  0.078
H 4.82478 1.18678 4.17413  0.076
H 2.05481 1.50318 3.92650  0.079
H -4.20889 1.64007 1.03745  0.112
O 3.78064 -5.69238 -2.60230  0.014
H 2.60638 -0.01899 0.47071  0.064
H 1.74141 -4.01779 -4.30513  0.073
O -1.15269 -5.04759 -0.85577  -0.059
N -2.37180 3.91339 -0.57898  -0.122
C 2.34785 1.00424 3.00178  -0.055
H 2.64153 -3.23504 0.94702  0.108
H 1.66148 -5.26833 -1.23530  0.108
H 2.41876 -1.35609 -0.55729  0.067
H 3.76427 -0.18515 -0.69523  0.083
H -4.69924 5.34109 -0.42456  0.089
H -3.51950 0.24610 0.16855  0.090
H 0.27083 3.33698 -0.11013  0.068
H -4.99450 3.85628 0.56070  0.066
C -1.12632 -0.89444 -1.47282  0.021
H -2.73675 3.60815 -3.08880  0.081
C 3.12939 -2.66079 1.73653  -0.130
H 1.06688 -4.13052 -2.47407  0.035
H 5.22416 -2.72074 -0.18765  0.093
H 5.82577 -1.20579 0.15060  0.078

Forces on the atoms, in the same order (eV/Å):
-0.581 0.006 -0.339
-0.209 0.742 0.951
0.304 -0.838 0.018
0.068 -0.085 0.151
-0.198 -0.260 0.047
-0.691 0.679 0.497
0.002 0.582 -0.501
0.055 0.064 0.014
-0.188 0.198 -0.010
-0.030 0.067 -0.016
0.132 0.526 -0.397
-0.605 0.474 0.203
0.006 0.188 -0.438
-0.182 0.033 -0.171
0.223 0.076 -0.191
0.110 0.234 0.119
1.826 0.891 0.905
-0.114 -0.030 0.232
-0.341 -0.367 -0.838
-0.512 -0.321 0.082
-0.673 -0.734 0.349
0.157 -1.662 0.866
-0.422 0.177 0.319
-0.647 0.442 -0.778
-0.379 0.000 0.818
0.250 -0.262 -0.548
0.725 2.512 -1.503
-0.096 -0.375 -0.101
-0.143 -1.192 -0.159
-0.101 -0.040 -0.022
0.518 -0.338 0.973
-0.446 1.568 -0.807
1.179 1.461 -0.898
-0.497 -0.294 -0.498
-0.168 1.442 0.205
0.173 0.077 0.318
0.318 0.676 -0.145
-0.077 0.069 -0.545
0.356 -0.093 -0.818
-0.072 -0.179 0.024
-0.371 -0.268 0.277
-0.317 0.062 0.157
0.101 -0.418 -0.136
0.839 0.078 0.491
0.010 0.102 -0.060
0.178 -0.458 -0.068
1.334 -1.722 0.176
-0.999 1.361 0.743
0.765 1.178 0.623
0.063 0.260 -0.716
-0.160 0.262 0.146
0.355 -0.001 -0.208
-0.989 0.082 -0.145
-0.047 -1.005 -0.031
0.076 -0.153 -0.099
0.001 -0.115 -0.133
0.056 -1.409 0.556
0.032 -1.111 0.274
-0.062 -0.046 -0.019
0.700 0.478 -0.825
-0.406 -0.987 -0.213
-0.453 0.866 -1.021
-0.005 -0.027 0.028
-0.068 0.375 0.312
0.684 0.150 0.326
-0.109 0.138 0.104
0.145 0.080 -0.001
-0.196 -0.292 -0.047
-0.629 0.849 0.017
-0.168 -0.130 0.101
0.414 0.371 -0.330
0.043 0.000 0.092
0.562 -2.717 -0.073
-0.727 1.138 -1.031
0.636 -0.120 -0.355
-0.263 0.098 -0.004
0.487 -0.608 -0.113
0.528 -0.607 -0.099
0.564 -0.067 0.331
-0.147 -0.022 0.073
-0.495 -0.659 -0.192
0.045 0.257 0.101
0.468 -0.650 1.717
-0.167 -0.120 -0.301
-0.629 -0.183 0.448
-0.291 -0.141 1.034
-0.401 -0.463 0.388
-0.019 0.201 0.336

Summary:
energy relative to the best compared isomer or geometry (same formula, charge and spin): 0.00 kcal per mole
total charge: 0
electronic energy: -47228.573 eV


- Which of these has the highest electronic energy?
  C21H53LiN4O9